Entry 1:
70
Properties=species:S:1:pos:R:3:mulliken_charge:R:1 method="wB97M-V/def2-TZVPD" lumo_energy_ev=-5.31 orbital_gap_ev=1.05 homo_ev=-6.362 e_tot_ha=-8947.19699 molar_mass_da=838.62 max_force_ev_per_a=9.44
O 2.89057 0.80646 1.32860 -0.685
C 1.77104 1.21538 0.67431 0.247
O 1.76349 0.94923 -0.79087 -0.410
C 0.48943 1.92547 1.47986 0.020
C -0.82523 1.79028 0.49441 0.339
C -1.73488 3.08947 -0.01138 -0.333
C -3.05144 2.90966 -1.00806 -0.462
C -3.48675 1.41477 -1.57686 -0.404
C -2.58548 0.14042 -1.07039 -0.263
C -1.30773 0.30995 -0.05154 0.123
C -0.69562 -1.20182 0.25958 0.404
O 0.17662 -1.54525 1.21589 -0.653
N -1.42769 -2.03160 -0.77179 0.306
C -1.26691 -3.53505 -0.72415 -0.769
C -1.78965 -4.24611 0.65831 -0.612
C -3.27994 -3.77715 1.15955 -0.102
Br -4.78365 -4.44306 -0.03089 -0.057
C -2.68556 -1.46753 -1.39526 0.396
O -3.67503 -2.02381 -2.09967 -0.543
H 2.49082 0.26858 -1.01908 0.300
H 0.76753 3.06912 1.54209 0.151
H 0.29769 1.43514 2.53583 0.305
H -1.47476 4.19784 0.34715 0.234
H -3.68780 3.85884 -1.32269 0.309
H -4.40003 1.22663 -2.29280 0.379
H -1.73190 -4.05081 -1.68804 0.407
H -0.09660 -3.75297 -0.79965 0.275
H -1.82424 -5.42399 0.48848 0.429
H -1.04783 -4.07219 1.54868 0.340
H -3.36211 -2.62409 1.38830 0.357
H -3.46399 -4.32071 2.20639 0.041
Al -3.78365 -5.43756 3.62641 0.487
O 5.34968 1.20914 2.74887 -0.578
H 4.48301 0.96574 2.47895 0.573
C 1.00682 -6.83584 -3.37941 -0.441
N 0.34308 -5.79123 -2.55363 0.967
O -0.64118 -5.22432 -3.04222 -0.558
O 0.82891 -5.56999 -1.43828 -0.568
H 0.47664 -6.92458 -4.33002 0.128
H 2.03956 -6.52067 -3.54183 0.248
H 0.96062 -7.77426 -2.82311 0.277
F -4.98365 -7.95776 2.71377 -0.814
Cl 5.91635 -0.70776 3.28520 0.082
O 0.58148 -7.31422 -6.20362 -1.098
V -0.98365 -7.44032 -6.99155 1.390
O -2.54878 -7.56641 -7.77947 -0.923
C -0.71969 -1.80549 4.58132 -0.258
O -1.96085 -2.25322 4.69672 -0.527
H 0.07136 -2.36737 5.10655 0.271
H -0.29319 -1.75403 3.56516 -0.012
H -0.51589 -0.78233 4.94033 0.246
C 3.43606 7.18996 0.65387 -0.708
C 2.72488 6.08610 0.41629 0.202
C 1.24879 6.05986 0.61147 0.846
O 0.61972 5.03643 0.36680 -0.408
C 0.59676 7.28373 1.10301 -0.921
C 1.30860 8.38642 1.34384 0.349
C 2.78029 8.42059 1.12228 0.867
O 3.40482 9.45445 1.33499 -0.580
O 0.70261 9.53927 1.80851 -0.553
O 3.33465 4.92483 -0.02163 -0.566
H 4.50920 7.22366 0.51408 0.444
H -0.47394 7.24559 1.25756 0.438
H 1.42748 10.19512 1.90292 0.353
H 2.60895 4.27091 -0.12176 0.222
O 1.00229 2.23383 -3.33361 -0.353
H 1.26599 1.68832 -2.54938 0.484
H 0.40210 1.72976 -3.94008 0.463
H 1.79501 2.58194 -3.81564 0.475
Br 4.71635 -1.78936 5.01206 -0.012

---

Entry 2:
56
Properties=species:S:1:pos:R:3:mulliken_charge:R:1 method="wB97M-V/def2-TZVPD" lumo_energy_ev=-4.48 de_lowest_kcal_mol=0.00 orbital_gap_ev=7.20 charge=+1 homo_ev=-11.681 e_tot_ha=-1379.49125 molar_mass_da=495.20 max_force_ev_per_a=0.45
Rh -0.26000 0.39693 1.06311 -0.542
C 3.21851 0.54995 1.82932 -1.319
C 2.72279 0.38640 0.43416 0.638
C 3.48687 0.33683 -0.72740 -1.470
C 2.59781 0.19969 -1.78299 0.940
C 2.88029 0.09411 -3.24183 -1.301
N 1.35764 0.18377 -1.27360 0.390
N 1.43476 0.31207 0.07673 0.523
B -0.01708 0.03692 -1.98503 -0.892
N -0.83282 1.31226 -1.75459 0.823
N -1.10735 1.64992 -0.46846 0.056
C -1.82414 2.77045 -0.48486 0.262
C -2.28816 3.42372 0.77197 -1.303
C -2.02042 3.16556 -1.81266 -1.232
C -1.37780 2.21815 -2.58859 0.946
C -1.25316 2.12395 -4.07023 -1.237
N -0.75870 -1.12634 -1.30017 0.632
N -0.98865 -1.09774 0.03138 0.289
C -1.71452 -2.16841 0.37255 0.533
C -2.23853 -2.41871 1.74592 -1.368
C -1.96192 -2.90107 -0.78623 -1.447
C -1.34199 -2.21950 -1.81879 1.030
C -1.30386 -2.53903 -3.27348 -1.318
H 4.29492 0.70043 1.80086 0.398
H 3.00771 -0.32764 2.44119 0.231
H 2.76885 1.41538 2.31704 0.297
H 4.56016 0.39251 -0.78546 0.475
H 3.95425 0.14134 -3.40478 0.360
H 2.41183 0.90731 -3.79563 0.263
H 2.51011 -0.84606 -3.65007 0.271
H 0.13138 -0.19466 -3.14187 -0.002
H -2.11830 2.77781 1.63581 0.201
H -3.35424 3.64209 0.72536 0.355
H -1.76439 4.36467 0.94191 0.285
H -2.56159 4.02696 -2.16500 0.490
H -1.76678 2.96135 -4.53617 0.357
H -1.69356 1.20044 -4.44666 0.245
H -0.20874 2.14826 -4.38192 0.240
H -1.98263 -1.61728 2.43606 0.249
H -1.84218 -3.35041 2.14957 0.308
H -3.32360 -2.50978 1.70969 0.408
H -2.54344 -3.80337 -0.86466 0.508
H -1.85071 -3.46030 -3.45870 0.368
H -0.27950 -2.67042 -3.62171 0.276
H -1.75962 -1.74383 -3.86280 0.265
F 0.97330 -1.30171 6.64163 -0.322
C 0.79129 -1.02157 5.34598 0.327
C 0.47975 0.27309 4.98620 -0.918
C 0.31062 0.53656 3.63107 0.054
C 0.37417 -0.49030 2.68843 0.066
C 0.70587 -1.78293 3.08089 0.078
C 0.92478 -2.04973 4.42284 -0.673
H 0.39458 1.04182 5.74155 0.441
H 0.08596 1.56992 3.34072 0.478
H 0.78438 -2.57789 2.34963 0.523
H 1.17580 -3.04196 4.77280 0.469

---

Entry 3:
60
Properties=species:S:1:pos:R:3:mulliken_charge:R:1 method="wB97M-V/def2-TZVPD" lumo_energy_ev=-10.55 orbital_gap_ev=2.20 charge=+2 homo_ev=-12.754 e_tot_ha=-4636.13265 molar_mass_da=670.57 max_force_ev_per_a=5.33
C 1.78677 -0.10884 4.29960 -1.340
C 2.10914 0.09791 2.79071 0.657
C 2.41177 1.58638 2.43581 -1.236
C 0.96575 -0.40403 1.83030 -1.068
C 0.14507 -1.59640 2.45335 -1.067
C -0.67760 -2.37126 1.37106 1.162
C -1.22920 -1.40708 0.32137 -0.420
N -1.58256 -0.54377 -0.30504 -0.440
C -1.78418 -3.33396 1.99687 -0.612
I -1.63453 -5.29103 0.92600 0.293
C -1.46843 -3.55623 3.45066 -0.011
N -1.51259 -3.58448 4.57002 -0.452
C -3.28215 -2.83004 1.81324 0.548
C -4.27284 -3.51507 2.81296 -0.947
O -5.68680 -3.28460 2.51095 -0.522
C -6.00932 -1.88198 2.40914 -0.350
C -5.70504 -1.06153 3.69078 0.678
F -4.59115 -0.33026 3.59259 -0.233
F -6.70547 -0.16367 3.79772 -0.265
F -5.72626 -1.77758 4.79621 -0.232
H 0.72244 0.09268 4.52974 0.273
H 2.04860 -1.12074 4.65678 0.356
H 2.39617 0.61070 4.88499 0.415
H 3.03052 -0.46911 2.53505 0.278
H 3.41573 1.90487 2.77344 0.413
H 1.64395 2.21437 2.93833 0.376
H 2.29022 1.73181 1.33839 0.072
H 0.24323 0.43704 1.73154 0.349
H 1.34253 -0.64545 0.81836 0.408
H -0.49458 -1.13909 3.23004 0.423
H 0.87931 -2.30466 2.87914 0.551
H 0.04734 -3.00552 0.82627 0.432
H -3.26574 -1.74710 2.06978 0.331
H -3.69747 -2.98373 0.72001 -0.288
H -4.11966 -4.61696 2.70543 0.482
H -4.03324 -3.30697 3.87474 0.500
H -5.58882 -1.38769 1.50322 0.331
H -7.10898 -1.82634 2.27614 0.415
C -0.45818 2.32332 -2.39509 -0.466
C 1.08806 2.30431 -2.59321 0.300
O 1.50969 2.91007 -3.57954 -0.540
O 1.70588 1.67625 -1.69430 -0.496
H -0.95480 2.88426 -3.18269 0.344
H -0.83241 1.30069 -2.40164 0.219
H -0.70958 2.78076 -1.43436 0.276
Be 1.39080 4.11338 -0.95972 0.875
F 5.35531 5.36725 -8.28287 -0.253
C 5.19817 4.35532 -7.44603 0.426
C 6.10495 3.29187 -7.48591 -0.447
C 5.94374 2.24031 -6.61175 -0.308
C 4.87479 2.24305 -5.70621 -0.458
C 3.97030 3.31437 -5.68191 -0.062
C 4.13496 4.37442 -6.54838 -0.569
H 6.91858 3.30773 -8.19930 0.433
H 6.64189 1.41388 -6.62522 0.396
H 4.74702 1.41359 -5.02208 0.414
H 3.14380 3.30931 -4.98349 0.455
H 3.45410 5.21535 -6.54138 0.439
Br -3.12130 -3.31494 -0.92065 -0.420
Mg -5.38035 -3.91864 0.27465 1.182

---

Entry 4:
57
Properties=species:S:1:pos:R:3:mulliken_charge:R:1 method="wB97M-V/def2-TZVPD" lumo_energy_ev=-1.13 de_lowest_kcal_mol=82.75 orbital_gap_ev=7.93 homo_ev=-9.063 smiles="CCCCN(CCCC)S(=O)(=O)c1ccc(NC(=O)c2ccc([N+](=O)[O-])cc2Cl)cc1" e_tot_ha=-2214.59649 molar_mass_da=467.97 max_force_ev_per_a=1.28
C -7.35519 0.76457 1.46455 -1.395
C -5.96736 0.13625 1.48310 -0.045
C -4.86776 1.18415 1.33309 -1.087
C -3.47820 0.54324 1.33554 -0.714
N -3.32368 -0.42424 0.27699 0.422
C -3.24658 0.01289 -1.09559 -1.309
C -2.09055 0.97794 -1.38952 -0.030
C -1.74666 1.03441 -2.87803 -0.610
C -2.88087 1.59319 -3.72924 -1.293
S -2.61958 -1.87651 0.63906 1.309
O -2.94558 -2.79269 -0.41298 -0.738
O -2.97281 -2.20561 1.98857 -0.718
C -0.84958 -1.57794 0.58566 -0.357
C -0.22387 -1.02844 1.68887 -0.488
C 1.12911 -0.75521 1.63746 -0.905
C 1.85732 -1.02851 0.47783 0.870
N 3.22308 -0.72931 0.48781 -0.114
C 4.13970 -0.90358 -0.50754 0.358
O 3.90813 -1.32371 -1.61460 -0.584
C 5.51950 -0.47318 -0.08274 0.101
C 5.73671 0.82763 0.36401 -0.366
C 7.00699 1.25998 0.69197 -0.628
C 8.06781 0.37104 0.57387 -0.002
N 9.40511 0.81166 0.92072 0.983
O 9.52834 1.94839 1.31662 -0.600
O 10.30573 0.01547 0.79473 -0.603
C 7.88023 -0.93042 0.13349 -0.496
C 6.60147 -1.35003 -0.20061 0.315
Cl 6.35122 -2.96467 -0.72795 -0.199
C 1.21709 -1.58645 -0.62763 -0.664
C -0.13701 -1.86066 -0.56396 -0.343
H -7.46316 1.47896 2.27824 0.343
H -8.12038 0.00065 1.57576 0.379
H -7.52778 1.28785 0.52621 0.333
H -5.81869 -0.40297 2.42018 0.263
H -5.87669 -0.58979 0.67377 0.272
H -5.01520 1.74321 0.40683 0.280
H -4.91726 1.89482 2.16094 0.484
H -2.70315 1.32002 1.27557 0.283
H -3.34701 -0.01666 2.26242 0.563
H -4.19967 0.47336 -1.36978 0.344
H -3.13026 -0.90159 -1.67933 0.404
H -1.20722 0.65008 -0.83563 0.184
H -2.35104 1.98089 -1.04386 0.369
H -0.86203 1.66265 -3.00650 0.383
H -1.49188 0.03109 -3.22476 0.313
H -3.74564 0.93617 -3.70309 0.303
H -3.18013 2.57527 -3.36924 0.315
H -2.56096 1.69206 -4.76376 0.407
H -0.80012 -0.83996 2.58020 0.473
H 1.62870 -0.33337 2.49819 0.338
H 3.57098 -0.38008 1.37119 0.246
H 4.90350 1.51118 0.43264 0.506
H 7.19254 2.26643 1.03349 0.482
H 8.72462 -1.59761 0.05367 0.564
H 1.77999 -1.80478 -1.51930 0.553
H -0.65428 -2.30752 -1.39757 0.548